P) {
  "formula": "C2Cl4OS",
  "method": "ωB97M-V/def2-TZVPD",
  "homo_energy_ev": [-10.69, -10.69],
  "elements": ["Cl", "Cl", "Cl", "Cl", "S", "O", "C", "C"],
  "xyz": [[2.12999, 0.34822, -1.30445], [-0.34179, 2.26029, -0.13277], [-1.03203, -2.57274, -0.52426], [-2.76900, 0.52368, -0.36828], [1.45576, -0.86784, 0.30210], [1.97281, -0.27647, 1.49456], [-0.26084, -0.28481, -0.12742], [-1.13440, 0.65829, -0.21807]]
}

Q) {
  "formula": "C2Cl4OS",
  "method": "ωB97M-V/def2-TZVPD",
  "homo_energy_ev": -10.70,
  "elements": ["Cl", "Cl", "Cl", "Cl", "S", "O", "C", "C"],
  "xyz": [[2.33918, 0.40637, -1.28186], [-1.23590, -2.49762, -0.40399], [-2.65906, 0.46928, -0.41337], [-0.47554, 2.15936, -0.04450], [1.49677, -0.83747, 0.15294], [1.75889, -0.13064, 1.38574], [-1.00971, 0.56947, -0.10696], [-0.15547, -0.40622, -0.24451]]
}

Least stable structure: P)

P) {
  "formula": "C9H21N3O3Sn",
  "method": "ωB97M-V/def2-TZVPD",
  "homo_energy_ev": -16.39,
  "charge": 2,
  "elements": ["Sn", "O", "O", "O", "N", "N", "N", "C", "C", "C", "C", "C", "C", "C", "C", "C", "H", "H", "H", "H", "H", "H", "H", "H", "H", "H", "H", "H", "H", "H", "H", "H", "H", "H", "H", "H", "H"],
  "xyz": [[-2.09138, 0.52641, -0.61592], [-2.25991, -1.53939, -0.42831], [-1.34417, 2.29654, -0.09551], [-0.35404, 0.34594, 0.22944], [-0.78799, -3.05182, -1.15417], [1.33595, -0.55981, 1.38972], [0.69712, 3.25806, 0.12764], [-0.49999, -2.38997, -2.42688], [-1.62603, -2.52136, -0.20926], [0.98674, 2.80126, 1.48729], [-1.77404, -3.27415, 1.13578], [-0.45758, 3.04539, -0.51989], [0.80642, -0.35720, 2.75318], [0.74700, -0.18180, 0.30947], [-0.56324, 3.67642, -1.90539], [1.56881, -0.49079, -0.88319], [-0.88482, -1.37773, -2.55093], [2.04108, 2.78540, 1.76335], [2.59785, -0.80735, -0.71299], [0.63722, 1.81526, 1.79345], [0.58399, -2.31400, -2.51229], [1.55415, 0.34186, -1.58646], [-2.79275, -3.56341, 1.39392], [-0.94401, -2.89825, -3.28279], [1.45841, 3.67163, -0.39149], [0.36729, -1.27890, 3.13490], [0.55632, 3.48561, 2.21839], [-0.23462, 2.85809, -2.54605], [-1.56135, 3.90629, -2.27826], [1.62652, -0.08711, 3.41847], [0.07263, 4.55819, -1.98435], [-1.35773, -2.68203, 1.95076], [-1.13923, -4.15730, 1.20777], [2.22873, -1.03200, 1.39714], [1.08075, -1.30720, -1.41551], [-0.31474, -3.91900, -0.94411], [0.04062, 0.41821, 2.73308]]
}

Q) {
  "formula": "C9H21N3O3Sn",
  "method": "ωB97M-V/def2-TZVPD",
  "homo_energy_ev": -16.14,
  "charge": 2,
  "elements": ["Sn", "O", "O", "O", "N", "N", "N", "C", "C", "C", "C", "C", "C", "C", "C", "C", "H", "H", "H", "H", "H", "H", "H", "H", "H", "H", "H", "H", "H", "H", "H", "H", "H", "H", "H", "H", "H"],
  "xyz": [[-0.87935, -0.71797, 1.89104], [1.64528, -1.82193, 2.08074], [-1.63074, 1.68662, 0.88297], [-0.74402, -0.54707, -0.76877], [-2.26935, 3.32546, -0.53530], [3.83171, -2.13119, 2.52971], [-1.85989, -1.25240, -2.58851], [-1.74290, 2.90009, 0.60231], [-3.06975, -1.59506, -1.86948], [0.48099, -0.67413, -2.82230], [-2.81857, 2.44288, -1.54645], [-0.76647, -0.77841, -1.99772], [-1.27201, 3.93613, 1.59091], [3.73213, -2.36095, 3.96190], [3.18585, -1.61917, 0.25044], [2.84250, -1.86202, 1.70419], [2.65050, -0.71078, -0.02727], [-3.44814, -0.76732, -1.27127], [4.69240, -2.22295, 4.44478], [-1.74877, -1.46664, -3.56684], [-3.86452, -1.87169, -2.55504], [-2.84080, 1.39845, -1.25469], [4.24949, -1.43561, 0.11494], [3.03008, -1.64551, 4.39400], [-2.84614, -2.43366, -1.20646], [3.30690, -3.33767, 4.19048], [4.76770, -2.11206, 2.15694], [1.34363, -1.10431, -2.31609], [-1.90079, 3.95402, 2.48115], [0.41793, -1.20655, -3.76971], [-1.29585, 4.92102, 1.13083], [2.86312, -2.44772, -0.37540], [-0.28223, 3.63972, 1.93167], [-2.17992, 2.47829, -2.43186], [-2.47203, 4.30920, -0.61583], [0.71354, 0.37852, -2.98879], [-3.82150, 2.75237, -1.83119]]
}

Least stable structure: P)

P) {
  "formula": "C6H10N4",
  "method": "ωB97M-V/def2-TZVPD",
  "homo_energy_ev": -7.68,
  "elements": ["N", "N", "N", "N", "C", "C", "C", "C", "C", "C", "H", "H", "H", "H", "H", "H", "H", "H", "H", "H"],
  "xyz": [[-0.86040, 0.66145, 1.09557], [-0.95037, 1.90886, 1.44924], [-3.07074, 0.43103, 0.85526], [-1.82854, -0.08756, 0.77214], [0.78303, 1.02817, -0.64444], [1.72526, -0.95304, -1.77483], [1.34370, -1.80001, -0.81741], [1.36113, 0.48554, -1.71533], [0.45228, 0.23748, 0.59444], [0.62740, -1.34571, 0.35144], [1.43185, -2.80208, -0.95447], [-3.34034, 1.18782, 1.42498], [-0.41659, -1.65471, 0.46509], [1.15939, -1.63621, 1.23816], [-0.02016, 2.36751, 1.47755], [-3.79515, -0.24384, 0.86915], [0.43292, 1.96509, -0.73378], [2.23574, -1.47625, -2.70046], [1.58594, 1.13814, -2.54971], [1.14367, 0.58832, 1.29741]]
}

Q) {
  "formula": "C6H10N4",
  "method": "ωB97M-V/def2-TZVPD",
  "homo_energy_ev": [-6.76, -6.53],
  "elements": ["N", "N", "N", "N", "C", "C", "C", "C", "C", "C", "H", "H", "H", "H", "H", "H", "H", "H", "H", "H"],
  "xyz": [[0.55544, 1.06887, 0.31162], [-2.02121, 1.63250, 1.17712], [-2.13687, -0.12406, -0.56973], [0.30091, 1.59192, 1.47858], [-0.80265, 2.01477, 1.92054], [1.22326, -0.16549, 0.28682], [-2.11048, 0.79915, 0.33457], [0.08674, -1.30441, 0.07000], [-0.92027, -0.87881, -0.92661], [2.13109, -0.31071, -0.95446], [-2.93066, -0.18891, -1.21074], [-0.94049, 2.65753, 2.76973], [1.92642, -1.12501, -1.57007], [2.07361, 0.56787, -1.62118], [-0.36278, -0.17211, -1.60591], [-0.41778, -1.41322, 1.09783], [-1.34567, -1.77906, -1.44229], [1.86410, -0.34084, 1.27507], [0.68330, -2.18742, -0.24813], [3.14400, -0.34257, -0.57276]]
}

Least stable structure: Q)

P) {
  "formula": "C4H6NO3",
  "method": "ωB97M-V/def2-TZVPD",
  "smiles": "CC(=O)NCC(=O)[O-]",
  "homo_energy_ev": -4.57,
  "charge": -1,
  "elements": ["O", "O", "O", "N", "C", "C", "C", "C", "H", "H", "H", "H", "H", "H"],
  "xyz": [[0.20218, -1.29469, -2.34781], [2.63627, 0.84480, 0.80655], [1.37114, 2.00287, 2.24912], [0.64962, -0.30661, -0.31408], [-1.66246, -0.54752, -0.92248], [-0.23534, -0.78893, -1.32846], [1.57769, 1.07787, 1.46443], [0.31185, 0.23027, 0.99204], [-0.45513, 1.07693, 0.91531], [1.67055, -0.25981, -0.49157], [-0.07905, -0.53062, 1.62191], [-1.88494, 0.44151, -1.35588], [-1.80935, -0.62295, 0.11563], [-2.29304, -1.32311, -1.40473]]
}

Q) {
  "formula": "C4H6NO3",
  "method": "ωB97M-V/def2-TZVPD",
  "homo_energy_ev": -4.62,
  "charge": -1,
  "elements": ["O", "O", "O", "N", "C", "C", "C", "C", "H", "H", "H", "H", "H", "H"],
  "xyz": [[-2.54208, -0.39143, 0.86959], [-3.13803, -0.32002, -1.29973], [2.48163, -1.12342, -0.70712], [0.19186, -0.84327, -0.29935], [1.49496, -0.33911, -0.43829], [-2.29648, -0.29191, -0.36485], [1.63789, 1.05048, -0.20210], [-0.88483, 0.01904, -0.73984], [2.70649, 1.43411, -0.48634], [0.38510, -1.09135, 2.40051], [-0.76266, 0.55446, -1.62971], [0.91170, 1.50607, 0.29548], [-0.31991, 0.29025, 0.18986], [0.13435, -0.45387, 2.41189]]
}

R) {
  "formula": "C4H6NO3",
  "method": "ωB97M-V/def2-TZVPD",
  "homo_energy_ev": -4.28,
  "charge": -1,
  "elements": ["O", "O", "O", "N", "C", "C", "C", "C", "H", "H", "H", "H", "H", "H"],
  "xyz": [[-0.50981, 2.06330, -0.48431], [1.26215, -2.47117, -1.44006], [-0.73371, -1.59642, -1.98715], [0.54335, 1.34502, 1.99183], [-1.02983, -0.26911, 0.84644], [0.49878, -1.54053, -1.80018], [0.37575, 1.77832, 0.27275], [0.34463, 0.36559, 1.04263], [-1.71277, 0.21652, 1.54182], [1.24569, 2.42785, 0.17514], [-1.42435, -0.08437, -0.15238], [-0.95868, -1.35237, 0.88772], [0.94419, -0.51616, -1.94990], [1.15461, -0.36645, 1.05564]]
}

S) {
  "formula": "C4H6NO3",
  "method": "ωB97M-V/def2-TZVPD",
  "smiles": "C[C@@H](C=O)NC(=O)[O-]",
  "homo_energy_ev": -4.50,
  "charge": -1,
  "elements": ["O", "O", "O", "N", "C", "C", "C", "C", "H", "H", "H", "H", "H", "H"],
  "xyz": [[0.80417, -1.98216, -1.60447], [-1.46652, -0.24871, 1.13081], [-2.02144, 1.81222, 0.36064], [0.13320, 1.12868, 0.19876], [1.03680, 0.12044, -0.42062], [2.04946, -0.40310, 0.60425], [-1.26611, 0.85673, 0.59882], [0.28689, -1.13058, -0.90922], [2.05850, -1.49339, 0.68752], [1.44136, 0.56159, -1.33247], [-0.69014, -1.31733, -0.44117], [0.13408, 1.91340, -0.42915], [3.07518, -0.19015, 0.26206], [1.98636, 0.01778, 1.59437]]
}

Least stable structure: Q)

P) {
  "formula": "C4H10NO3",
  "method": "ωB97M-V/def2-TZVPD",
  "smiles": "[NH3+][C@H](CO)CC(=O)O",
  "homo_energy_ev": -14.67,
  "charge": 1,
  "elements": ["O", "O", "O", "N", "C", "C", "C", "C", "H", "H", "H", "H", "H", "H", "H", "H", "H", "H"],
  "xyz": [[-2.97732, 0.83907, 0.13874], [1.98775, 1.54914, -0.04523], [-1.96737, -1.08076, 0.60812], [0.61435, -1.41302, 0.50073], [0.22665, -0.18919, -0.46682], [-1.93965, 0.25278, 0.38617], [-0.55664, 0.84039, 0.27586], [1.55264, 0.49515, -0.91229], [-0.50453, -0.60103, -1.30690], [1.64013, -1.51885, 0.50663], [-0.75913, 1.86373, -0.30052], [1.27990, 2.29074, -0.10802], [1.52016, 0.74828, -1.96824], [-2.95651, -1.38878, 0.77574], [0.00795, 1.18782, 1.19795], [2.36209, -0.19585, -0.88772], [0.29690, -2.34197, 0.17406], [0.17263, -1.33764, 1.43176]]
}

Q) {
  "formula": "C4H10NO3",
  "method": "ωB97M-V/def2-TZVPD",
  "homo_energy_ev": -13.96,
  "charge": 1,
  "elements": ["O", "O", "O", "N", "C", "C", "C", "C", "H", "H", "H", "H", "H", "H", "H", "H", "H", "H"],
  "xyz": [[0.82486, 1.29144, -1.42099], [-0.21928, -1.09667, -2.33235], [1.03854, -1.36084, 1.80956], [-1.89599, -0.37055, 1.04056], [0.49736, -1.21793, 0.75963], [0.04103, 1.35351, 0.80179], [0.95852, 1.77704, -0.36712], [-0.54104, -0.08060, 0.34027], [-1.93404, -0.25189, 2.01495], [-0.71569, 2.21788, 0.67333], [0.69185, -1.84903, -0.13843], [-0.77618, -0.27390, -0.73180], [-2.58576, 0.40904, 0.85974], [1.65710, 2.60486, -0.25703], [0.57655, 1.48225, 1.72470], [-2.30739, -1.27683, 0.75705], [-0.46034, -1.69918, -3.01305], [0.23769, -0.43286, -2.83062]]
}

Least stable structure: Q)

P) {
  "formula": "CH5BrN2P",
  "method": "ωB97M-V/def2-TZVPD",
  "homo_energy_ev": [-14.58, -13.36],
  "charge": 1,
  "elements": ["Br", "P", "N", "N", "C", "H", "H", "H", "H", "H"],
  "xyz": [[-2.88687, -0.09210, 0.33153], [-1.29586, 1.19097, -0.26976], [1.27416, 0.72161, -0.56494], [-0.05397, -1.24003, -0.44899], [0.08191, 0.05103, -0.37910], [-0.27639, 0.94013, 3.01117], [-0.94052, -1.78131, -0.26003], [1.14931, 1.76546, -0.64058], [2.18076, 0.33192, -0.15967], [0.76746, -1.88768, -0.61962]]
}

Q) {
  "formula": "CH5BrN2P",
  "method": "ωB97M-V/def2-TZVPD",
  "homo_energy_ev": [-14.08, -13.54],
  "charge": 1,
  "elements": ["Br", "P", "N", "N", "C", "H", "H", "H", "H", "H"],
  "xyz": [[-2.94557, -0.22895, 0.35529], [-1.14343, 1.13192, 0.14026], [0.10455, -1.37165, -0.18974], [1.29400, 0.47503, -0.90702], [0.22982, -0.04762, -0.21246], [-0.64163, -1.87847, 0.33795], [0.78539, -2.01982, -0.57744], [2.02206, -0.16537, -1.14878], [1.42487, 1.56736, -1.09251], [-1.13005, 2.53758, 3.29445]]
}

Least stable structure: Q)